[1]
Computed, not measured: 2 unconnected molecules or ions with the total composition CHN3O5, with wB97M-V/def2-TZVPD.

```
10
Properties=species:S:1:pos:R:3:forces:R:3
O -2.382538 -1.130534 -0.699875 1.1 0.2 1.2
N -1.833326 -0.985503 0.333795 -2.5 -0.7 -1.2
N -0.367697 -0.855222 0.251245 0.4 1.4 0.9
O 0.062671 -0.159820 1.179480 0.4 -0.3 0.7
N 0.233279 -1.363658 -0.689983 -0.1 -0.8 -0.9
O 1.542734 -1.229728 -0.608962 0.6 -2.8 -2.3
H 1.894444 -0.525694 -0.121554 -0.1 2.3 1.9
O 1.123472 1.526248 -0.463833 -0.2 1.1 -0.1
C 0.292187 2.105214 0.117382 0.0 -0.6 0.1
O -0.565223 2.618696 0.702301 0.4 0.2 -0.3
```
Positions in Å, forces in eV/Å.

Summary:
Largest force on an atom: 0.0712 Eh/bohr
Spin multiplicity: 1
Frontier orbital gap (spin up / spin down): 8.6 / 8.6 eV
E_tot: -15754.5904 eV
SMILES: O=N/[N+]([O-])=N/O.O=C=O
E_LUMO (spin up / spin down): -1.79 / -1.79 eV

The Löwdin scheme yields these atomic charges, measured in e: number 1, O, carries 0.105; number 2, N, carries 0.099; number 3, N, carries -0.337; number 4, O, carries -0.029; number 5, N, carries 0.069; number 6, O, carries 0.058; number 7, H, carries 0.062; number 8, O, carries 0.170; number 9, C, carries -0.416; number 10, O, carries 0.219



[2]
Computed, not measured: 3 unconnected molecules or ions with the total composition C5H16NO2, with wB97M-V/def2-TZVPD.

```
24
Properties=species:S:1:pos:R:3:forces:R:3
C 0.824387 -0.806388 1.360032 -0.1 -1.1 0.3
C -0.573446 -0.929774 1.850276 -1.5 -2.0 -0.1
C -1.654797 -1.384745 0.641552 -0.2 3.2 1.4
C -1.414188 -0.404332 -1.667620 0.5 2.8 -4.0
C -1.489017 -1.334161 -0.804378 0.9 -7.3 1.9
N 0.952027 0.465857 0.646787 2.4 2.3 -2.0
H 1.487996 -0.968716 2.229291 0.3 1.0 -0.7
H 1.043951 -1.596745 0.630031 -0.1 0.1 0.1
H -0.997725 0.011242 2.241956 0.6 -0.3 0.1
H -0.588054 -1.713747 2.692448 -0.1 1.1 -1.2
H -2.067676 -2.319832 0.888792 -0.5 -1.1 0.7
H -2.356043 -0.516532 0.922055 -0.2 -1.2 -0.6
H -1.363823 0.589230 -1.577892 0.1 4.2 1.6
H -1.551037 -0.506182 -2.703550 0.0 -1.1 -1.4
H -1.420536 -2.356570 -1.399140 -0.3 1.4 1.9
H 0.800212 1.316141 1.243426 0.7 -1.0 -0.2
H 0.220320 0.710980 -0.067497 0.3 -1.2 0.2
H 1.898956 0.534833 0.018473 -2.7 0.0 1.8
H 1.443389 -0.119480 -2.257693 -0.7 -0.1 0.7
H 2.400905 0.767353 -2.790707 1.3 1.0 -1.4
O 2.001787 0.619500 -1.960655 -0.7 -0.9 0.8
H 1.501007 3.135184 0.210377 4.5 0.8 0.0
H 0.287440 3.717665 -0.472820 -0.4 1.3 -1.2
O 0.613971 3.089212 0.126455 -4.0 -1.8 1.1
```
Positions in Å, forces in eV/Å.

Summary:
Largest force on an atom: 0.1475 Eh/bohr
Spin multiplicity: 2
Frontier orbital gap (spin up / spin down): 2.3 / 8.1 eV
E_tot: -11023.0032 eV
⟨S²⟩: 0.753
E_LUMO (spin up / spin down): 0.04 / -0.02 eV

The Löwdin scheme yields these atomic charges, measured in e: number 1, C, carries -0.268; number 2, C, carries -0.220; number 3, C, carries -0.243; number 4, C, carries -0.159; number 5, C, carries -0.339; number 6, N, carries 0.106; number 7, H, carries 0.116; number 8, H, carries 0.121; number 9, H, carries 0.075; number 10, H, carries 0.111; number 11, H, carries 0.059; number 12, H, carries 0.089; number 13, H, carries -0.030; number 14, H, carries 0.012; number 15, H, carries 0.120; number 16, H, carries 0.134; number 17, H, carries 0.114; number 18, H, carries 0.185; number 19, H, carries 0.045; number 20, H, carries 0.020; number 21, O, carries -0.084; number 22, H, carries -0.011; number 23, H, carries 0.043; number 24, O, carries 0.003



[3]
Computed, not measured: 2 unconnected molecules or ions with the total composition C12H17N, with wB97M-V/def2-TZVPD.

```
30
Properties=species:S:1:pos:R:3:forces:R:3
C -1.126001 4.477102 -0.738433 0.1 0.5 1.1
C -1.053907 3.062927 -1.192286 0.7 0.4 0.1
C -0.302418 2.579078 -2.220593 -0.4 -0.2 0.0
N -0.373652 1.199980 -2.226490 0.1 -0.6 0.2
C -1.079424 0.780511 -1.124792 0.3 0.3 0.2
C -1.252799 -0.495164 -0.587799 -0.5 0.1 0.4
C -1.898075 -0.571869 0.631356 0.6 -0.5 0.4
C -2.289924 0.555061 1.372254 -0.7 0.2 -0.6
C -2.184453 1.798924 0.789756 -0.2 0.5 -0.7
C -1.539140 1.935232 -0.450133 0.2 -0.7 -0.1
H -2.141199 4.737598 -0.428403 -0.1 0.3 -0.5
H -0.672887 5.219301 -1.394225 -0.5 -0.2 -0.5
H -0.562421 4.665282 0.191942 0.0 -0.6 -0.1
H 0.287729 3.119476 -2.941178 0.0 0.0 -0.1
H 0.121477 0.535957 -2.797793 0.1 0.4 -0.2
H -0.928949 -1.431451 -1.022232 0.1 0.2 -0.4
H -2.026459 -1.572965 1.029289 -0.1 0.1 0.2
H -2.804593 0.462659 2.318462 0.0 -0.2 0.0
H -2.694828 2.685625 1.153243 0.3 -0.1 0.6
C 2.391054 -2.710891 -0.360472 -0.1 -0.2 0.6
C 2.783078 -2.805281 1.124693 -0.6 -0.4 -0.5
C 1.715598 -3.612919 1.900671 0.3 -0.1 0.1
H 3.028841 -2.048318 -0.943190 -0.1 0.1 0.0
H 1.354041 -2.367266 -0.361731 0.1 0.2 -0.4
H 2.403851 -3.698528 -0.823457 0.0 0.0 0.0
H 3.775478 -3.240643 1.233134 0.0 0.1 0.1
H 2.766496 -1.804230 1.552391 0.4 0.1 0.0
H 1.094399 -2.891657 2.429626 -0.2 -0.3 0.2
H 1.060076 -4.234234 1.285404 0.1 0.3 -0.3
H 2.149012 -4.329298 2.600988 0.1 0.3 0.2
```
Positions in Å, forces in eV/Å.

Summary:
Largest force on an atom: 0.0239 Eh/bohr
Spin multiplicity: 1
Frontier orbital gap: 8.7 eV
E_tot: -14209.7429 eV
SMILES: Cc1c[nH]c2ccccc12.CCC
E_LUMO: 0.87 eV

The Löwdin scheme yields these atomic charges, measured in e: number 1, C, carries -0.061; number 2, C, carries -0.240; number 3, C, carries -0.054; number 4, N, carries 0.070; number 5, C, carries -0.213; number 6, C, carries -0.031; number 7, C, carries -0.107; number 8, C, carries -0.095; number 9, C, carries -0.031; number 10, C, carries -0.140; number 11, H, carries 0.075; number 12, H, carries 0.073; number 13, H, carries 0.083; number 14, H, carries 0.119; number 15, H, carries 0.150; number 16, H, carries 0.098; number 17, H, carries 0.097; number 18, H, carries 0.096; number 19, H, carries 0.110; number 20, C, carries -0.126; number 21, C, carries -0.303; number 22, C, carries -0.124; number 23, H, carries 0.063; number 24, H, carries 0.048; number 25, H, carries 0.069; number 26, H, carries 0.091; number 27, H, carries 0.092; number 28, H, carries 0.064; number 29, H, carries 0.064; number 30, H, carries 0.062



> Look up the largest force on an atom of the third one.

0.0239 Eh/bohr



> Which of these has the highest largest force on an atom?

C5H16NO2



> The highest largest force on an atom belongs to which entry?

C5H16NO2